114
Properties=species:S:1:pos:R:3:mulliken_spin:R:1 method="wB97M-V/def2-TZVPD" total_charge=-2 gap_ev="3.96 / 5.73" relative_energy_ev=0.0000 multiplicity=2 e_lumo_ha="0.1320 / 0.1318" fmax_ev_per_a=0.62
Rb 0.02 -0.11 0.57 0.007
S 0.59 1.83 5.85 0.063
C -0.51 0.52 5.57 0.037
C -1.23 -0.21 6.50 -0.035
C -2.05 -1.24 6.05 0.087
C -2.12 -1.53 4.69 -0.051
C -1.40 -0.80 3.76 0.076
C -0.58 0.27 4.18 -0.048
N 0.17 1.07 3.37 0.151
C 0.85 1.97 4.09 0.194
C 1.74 2.99 3.64 0.014
C 2.63 3.60 4.58 0.174
C 3.57 4.53 4.21 -0.110
C 3.68 4.96 2.88 0.241
C 2.78 4.44 1.97 -0.145
C 1.82 3.49 2.30 0.202
H -1.15 0.01 7.56 -0.004
H -2.62 -1.83 6.77 0.012
H -2.73 -2.36 4.34 -0.003
H -1.48 -1.09 2.73 0.007
H 2.61 3.29 5.61 0.054
H 4.23 4.93 4.97 -0.006
H 4.42 5.69 2.59 0.025
H 2.80 4.78 0.94 -0.008
C -6.25 0.62 2.84 0.000
C -4.86 0.31 3.35 0.001
N -3.91 0.97 2.47 -0.001
C -3.99 0.76 1.10 0.002
N -2.91 0.68 0.44 0.001
C -2.96 0.64 -1.02 0.000
C -4.27 1.17 -1.58 0.000
C -5.40 0.49 -0.84 0.000
N -5.29 0.77 0.58 0.000
C -6.35 0.20 1.38 0.000
H -6.45 1.69 2.94 0.000
H -7.01 0.08 3.42 0.000
H -4.71 -0.78 3.38 0.000
H -4.71 0.68 4.36 -0.001
H -2.94 0.89 2.77 -0.004
H -2.80 -0.39 -1.36 0.000
H -2.11 1.21 -1.40 0.000
H -4.32 0.97 -2.65 0.000
H -4.34 2.25 -1.44 0.000
H -5.39 -0.59 -1.03 0.000
H -6.38 0.87 -1.17 0.000
H -6.34 -0.90 1.31 0.000
H -7.30 0.53 0.95 0.000
C 7.21 0.57 0.32 0.000
C 5.74 0.36 0.55 -0.002
C 4.94 -0.28 -0.39 0.002
C 3.58 -0.41 -0.15 0.000
N 2.99 0.04 0.96 0.002
C 3.75 0.64 1.86 -0.007
C 5.12 0.83 1.70 0.006
H 7.55 0.03 -0.56 0.000
H 7.80 0.24 1.17 0.000
H 7.42 1.63 0.16 0.000
H 5.35 -0.65 -1.32 0.000
H 2.94 -0.88 -0.89 0.000
H 3.25 1.01 2.75 0.002
H 5.67 1.35 2.47 0.004
C 0.07 5.28 -4.42 0.000
C 0.75 4.35 -5.19 0.000
C 0.98 3.08 -4.69 0.000
C 0.55 2.69 -3.42 0.000
C -0.13 3.65 -2.67 -0.001
C -0.38 4.93 -3.15 0.000
Ge 0.81 0.87 -2.63 0.000
C 2.37 0.27 -3.75 0.000
C 3.57 0.98 -3.63 0.000
C 4.71 0.61 -4.32 0.000
C 4.70 -0.52 -5.13 0.000
C 3.53 -1.25 -5.25 0.000
C 2.38 -0.85 -4.58 0.000
C -0.68 -0.11 -3.55 0.000
C -1.58 0.49 -4.43 0.000
C -2.70 -0.18 -4.90 0.000
C -2.95 -1.49 -4.51 0.000
C -2.06 -2.11 -3.64 0.000
C -0.95 -1.43 -3.17 0.000
H -0.11 6.28 -4.80 0.000
H 1.11 4.62 -6.18 0.000
H 1.52 2.36 -5.31 0.000
H -0.48 3.40 -1.67 0.002
H -0.91 5.64 -2.53 0.000
H 3.61 1.86 -2.99 0.000
H 5.62 1.19 -4.20 0.000
H 5.60 -0.83 -5.66 0.000
H 3.50 -2.13 -5.88 0.000
H 1.48 -1.43 -4.70 0.000
H -1.41 1.52 -4.74 0.000
H -3.39 0.33 -5.58 0.000
H -3.83 -2.01 -4.87 0.000
H -2.25 -3.12 -3.30 0.000
H -0.32 -1.94 -2.45 0.000
O 0.38 -9.88 -0.01 0.000
C 0.14 -9.13 1.10 0.000
O 0.08 -9.69 2.17 0.000
C -0.08 -7.69 0.89 0.000
C -0.43 -6.90 2.00 0.000
C -0.66 -5.55 1.88 0.000
C -0.56 -4.90 0.63 0.000
S -0.90 -3.22 0.46 0.000
C -0.21 -5.69 -0.47 0.000
C 0.03 -7.04 -0.35 0.000
H 0.36 -9.31 -0.78 0.000
H -0.51 -7.38 2.97 0.000
H -0.93 -4.97 2.75 0.000
H -0.11 -5.22 -1.44 0.000
H 0.31 -7.57 -1.26 0.000
Cl -0.77 3.85 1.43 0.028
C 0.88 3.08 1.24 0.003
H 1.21 3.39 0.25 0.017
H 0.69 2.02 1.25 0.011